Molecular formula: C34H96N12O10
Method: DFT, ωB97M-V/def2-TZVPD

The geometry in XYZ format:
```
152
Properties=species:S:1:pos:R:3:forces:R:3:lowdin_charge:R:1
O 6.078487 3.597863 0.937737 0.2670 -0.5295 -0.1603 -0.201
O -0.635631 2.092140 4.114368 -0.1662 0.0689 -0.8743 -0.207
O 0.499895 -1.652888 -0.869797 -0.1679 0.3605 0.5032 -0.038
O -5.343568 0.720751 0.805682 0.5952 -0.4319 0.6564 -0.176
O -0.227499 -3.963914 3.232326 1.1470 0.5883 -0.5528 -0.195
O 1.589093 -5.982017 -4.080663 0.5719 -0.6427 0.1502 -0.186
O -3.156313 -3.371916 -2.464887 0.4438 0.3026 -0.0542 -0.191
O -5.355347 4.229881 0.468264 0.4739 -1.4395 -0.4767 -0.182
O 1.001130 3.985230 -4.793190 -0.7363 -0.4882 0.2747 -0.169
O 3.073383 0.286037 -2.527456 0.3069 -0.4721 -0.3061 -0.036
N -0.538902 -0.240732 0.618583 -0.3364 -0.6934 0.0484 0.167
N 2.033764 -6.511943 1.776297 -0.2978 0.2887 -0.6957 0.040
N 3.481017 -3.437963 -2.177377 1.0516 0.2931 0.2656 0.043
N 1.266408 0.480618 -0.495009 0.2524 0.6355 -0.2261 0.195
N 1.508692 3.822876 -1.090635 1.3085 -0.0654 -1.7759 0.044
N -4.755539 -2.023309 3.203647 0.0099 0.0126 -0.6088 0.043
N 1.480338 -1.172340 -3.227243 0.1129 0.3214 -0.8933 0.173
N 4.624463 2.758362 -2.330801 -0.4767 0.8203 0.5518 0.044
N -2.333832 -2.876952 1.095770 0.6066 0.3268 -0.1489 0.074
N 0.141093 2.618908 1.306178 -0.6391 -0.3968 -0.0451 0.013
N 2.989654 -0.298145 -4.720064 -0.3180 -0.2596 -0.1236 0.171
N -2.939094 2.828887 1.570738 0.3703 0.6306 -0.5731 0.072
C -1.965563 -3.785390 -3.149289 -1.6261 -0.4525 0.3873 -0.081
C -0.629007 3.532113 -2.196441 0.2005 0.6776 0.1863 -0.053
C -3.071307 -4.959610 -0.075026 0.4476 -0.1761 -0.2180 -0.042
C 0.423613 -0.538786 -0.302838 -0.2624 -0.2478 0.7205 -0.620
C -4.580725 -0.338127 1.376697 -0.2390 -0.4853 -0.8571 -0.211
C 1.082081 2.474140 2.434815 -0.4471 1.6236 -1.1598 -0.382
C -4.292077 4.810285 1.198485 -0.6928 1.6882 -0.0162 -0.213
C -5.028551 -0.640526 2.797438 0.2261 0.9124 1.1270 -0.397
C 1.443732 3.901926 2.900746 -0.5773 -0.8223 0.8467 -0.044
C -0.095616 -2.551934 3.440605 -1.1640 -0.5803 0.2111 -0.111
C 1.156303 -6.484265 4.057487 -0.4576 -0.2434 0.8627 -0.069
C 0.930633 -4.459334 2.574361 0.0611 -0.5710 0.0265 -0.214
C -2.763002 4.707019 3.182451 0.1428 0.5742 -0.9700 -0.048
C 5.013485 3.097634 0.148294 -0.3298 0.3823 -0.0406 -0.197
C 0.897976 3.468706 -2.404367 -2.4295 0.3753 0.3019 -0.406
C 2.888150 -4.741707 -2.347440 -1.4558 0.5311 -0.4174 -0.409
C 0.491303 1.523382 3.449570 0.6477 0.5403 1.3274 -0.184
C 5.870264 3.624571 2.328403 -1.1332 0.2782 -0.2355 -0.101
C -2.878478 -2.718114 -1.238555 -0.6904 -0.0129 0.0797 -0.211
C 0.970061 -5.989957 2.643816 0.3104 0.2084 -0.0038 -0.437
C 1.392686 4.392872 -3.510847 1.0107 -0.1118 0.4268 -0.223
C 6.862768 3.421222 -1.605605 -0.8200 0.2806 0.3668 -0.054
C -1.025772 1.342475 5.232842 -0.7305 0.0094 0.0721 -0.114
C 1.111007 -6.063472 -5.395364 -1.0844 1.0234 -0.3274 -0.125
C 5.571005 2.687473 -1.212603 0.7434 -1.2189 -0.2625 -0.417
C 2.329406 -4.802424 -3.810817 -0.0341 -0.7552 1.3807 -0.195
C 1.693095 4.578610 -5.841357 0.1760 -0.0477 -1.1026 -0.132
C 2.532230 -0.367613 -3.432647 0.4058 0.7034 -0.1552 -0.635
C -5.526803 4.775275 -0.817564 0.2649 0.8656 0.0498 -0.115
C -3.665224 3.915105 2.244858 -0.1727 -1.3488 0.2113 -0.414
C 1.706097 -4.790446 -1.388693 -0.0253 -0.3150 -0.2604 -0.067
C -2.314235 -3.625461 -0.150125 -0.1624 -0.2615 -0.5944 -0.425
C -4.290694 0.287231 3.779108 -0.0660 -0.0240 0.3683 -0.056
C -5.045688 0.906509 -0.546860 -0.6007 1.1188 -1.0569 -0.127
H -5.731888 1.695680 -0.868074 -0.0449 -0.1803 -0.1001 0.082
H 2.952936 -6.103807 1.928505 -0.1147 0.0728 0.4854 0.077
H -3.376630 5.417764 3.734647 0.1410 -0.1417 0.3590 0.081
H -6.080012 4.131463 -1.497097 -0.1825 -0.3206 0.4025 0.080
H 2.487687 4.336948 -3.418392 0.1087 0.2403 -0.2692 0.108
H 4.525925 2.231034 0.607709 0.2138 -0.1405 0.2449 0.116
H 1.101252 -1.282486 -2.275302 -0.3143 -0.2416 0.1857 0.026
H 0.444006 3.226476 0.540055 0.5903 -0.2845 0.4524 0.028
H 6.636270 4.489891 -1.638738 0.0954 0.0367 -0.3237 0.085
H 0.062518 -6.394414 2.185604 -0.1949 0.1183 0.3245 0.141
H -4.154893 -4.847750 -0.139741 -0.0161 0.1282 0.3327 0.082
H -3.848713 -2.363875 -0.871057 -0.0366 0.0112 -0.1709 0.107
H -1.934957 1.795998 5.633008 0.1311 0.1951 0.0297 0.091
H 0.108503 -5.613121 -5.493420 -0.0130 0.1973 0.3412 0.077
H -4.761774 5.716190 1.618238 0.4083 -0.0994 0.7075 0.132
H 7.161923 3.054396 -2.587057 0.2357 0.1344 0.0127 0.072
H -2.101543 4.107360 3.805293 -0.4210 -0.2250 0.2147 0.059
H -0.261001 1.345816 6.015337 0.0886 -0.1848 -0.0759 0.094
H 0.330085 -6.291734 4.748201 -0.2086 0.4708 -0.4039 0.075
H 0.274925 0.554084 2.995487 -0.2068 -0.0288 0.0133 0.104
H -2.753689 -5.461261 0.841343 -0.3487 -0.0022 0.1262 0.073
H 1.357459 4.131532 -6.781729 -0.1441 -0.2533 0.2154 0.086
H 4.146784 -3.194259 -2.901884 -0.0160 -0.0431 0.0561 0.072
H -1.115986 -1.006921 0.948035 -0.1753 -0.1061 -0.1893 0.052
H 2.012896 2.057276 2.044042 -0.1022 -0.4536 -0.0122 0.128
H 1.348957 4.817573 -0.920061 -0.3588 -0.0557 -0.0837 0.090
H 2.769847 4.376880 -5.797071 0.0456 0.2937 0.2581 0.088
H -1.179954 3.035087 -2.992791 -0.0530 -0.0119 0.0902 0.079
H -4.496248 0.078675 4.834638 -0.3422 -0.2981 -0.1026 0.078
H 5.186680 2.753685 -3.170406 -0.2772 -0.1011 -0.2066 0.060
H -4.570825 4.993591 -1.304681 0.1373 -0.1247 0.0740 0.083
H 1.233428 -7.571080 4.114056 0.4893 0.0351 -0.3071 0.076
H -3.208757 0.156443 3.697038 -0.0017 0.1804 -0.3321 0.060
H -6.052749 5.732368 -0.730974 -0.1333 0.0528 -0.1534 0.087
H 0.925896 -7.079334 -5.739076 0.7346 -0.2014 0.1988 0.085
H 2.495715 3.831108 -1.382695 0.1777 -0.1972 0.8767 0.041
H -4.725546 -1.214565 0.733268 -0.1528 -0.1877 0.1520 0.100
H -4.578482 1.332390 3.660369 0.2242 -0.0079 -0.3630 0.070
H 0.869744 1.344013 -0.120812 0.7606 0.0520 -0.2283 0.056
H 4.010347 1.943743 -2.333349 0.2835 0.1342 -0.2197 0.031
H -1.251863 -2.964969 -3.215024 0.2527 -0.1224 -0.0021 0.080
H -1.609571 -4.679234 -2.638168 0.7560 0.1170 -0.0316 0.077
H 2.194315 3.876662 3.693107 0.2751 0.2595 -0.2005 0.075
H 7.662005 3.318357 -0.878629 -0.0052 -0.2981 -0.0474 0.073
H -2.801138 -5.646064 -0.882040 0.0536 0.1793 -0.1347 0.069
H -3.269912 -2.642455 1.401547 -0.0359 -0.2710 0.1493 0.037
H 6.805417 3.461353 2.858773 0.0293 0.0570 -0.0933 0.087
H -4.451238 3.413142 2.822334 -0.3617 0.5510 0.1826 0.125
H 1.209345 1.364996 4.265826 0.3955 -0.2408 -0.3035 0.129
H -2.257206 -1.832570 -1.403053 0.2469 -0.0722 0.0889 0.116
H -3.521667 5.241729 0.544450 0.1718 -0.5691 -0.1886 0.123
H 0.556708 4.380055 3.321780 -0.0219 0.0161 -0.0363 0.066
H 0.989952 -4.132610 1.526991 -0.4257 0.0691 -0.0137 0.111
H -6.094103 -0.400952 2.875934 -0.0582 -0.0192 -0.2035 0.141
H 0.224669 -1.981321 2.565773 0.0976 -0.3188 -0.2068 0.068
H 5.789355 1.613493 -1.112742 0.5146 0.1116 0.2319 0.136
H -1.862161 -3.396259 1.827171 -0.1553 -0.0615 0.0772 0.052
H -1.330643 0.326561 4.954194 0.4141 -0.1423 0.0663 0.074
H -0.965097 4.573466 -2.121591 0.0415 0.0685 -0.3212 0.077
H -3.594725 2.286267 1.022368 0.0346 -0.0787 0.0980 0.040
H 2.062860 0.450446 -1.158781 -0.7425 -0.0243 0.3440 0.066
H -4.662960 -2.077784 4.208143 -0.0232 -0.0161 0.0248 0.068
H 1.483224 5.644233 -5.992046 0.1937 0.1334 0.5369 0.089
H -2.442058 2.214899 2.203478 -0.3081 0.0139 0.2892 0.050
H 3.597573 -5.524371 -2.075762 0.0828 -0.0919 -0.4500 0.139
H 1.055613 -3.937719 -1.583180 -0.1108 0.0483 0.0226 0.055
H -5.202108 0.040497 -1.199515 -0.0879 -0.2970 0.3840 0.091
H 1.055930 2.429779 -2.697744 0.8262 -0.0133 0.3383 0.125
H 2.041534 -4.704741 -0.357249 0.0414 -0.0283 -0.0423 0.052
H -1.138386 -2.300891 3.646804 0.2378 0.7084 0.3345 0.081
H 5.122370 2.876685 2.618924 0.2596 -0.2106 0.1082 0.078
H 1.138997 -5.705972 -1.562281 -0.0373 -0.0401 0.2456 0.088
H -0.875537 3.137279 -1.209905 -0.1067 -0.5411 -0.2124 0.053
H 1.760549 -6.142161 0.867484 0.3744 -0.5355 -0.1841 0.028
H -2.079570 5.309032 2.571090 -0.0102 0.0424 -0.0360 0.080
H -0.765183 2.998103 1.583229 0.2005 -0.1884 0.1548 0.044
H -3.507980 -0.126184 1.299876 0.0892 0.1271 0.2458 0.112
H -1.282680 -3.847160 -0.438139 0.1777 0.0937 0.3886 0.117
H -5.529114 -2.621190 2.937714 0.0957 -0.0996 -0.0072 0.082
H 2.016300 -5.993503 4.521167 0.2203 -0.2675 -0.1199 0.081
H 2.510086 -0.805730 -5.439779 0.1236 -0.0486 -0.0702 0.094
H 5.418852 4.589255 2.592112 0.2552 0.0486 0.2674 0.087
H 1.733320 4.460060 2.014635 0.3987 0.0911 0.1522 0.066
H -4.057084 1.312169 -0.803392 0.2968 -0.2608 0.5924 0.090
H 1.853755 -4.065266 3.023635 -0.0694 -0.0008 0.3203 0.129
H 3.201010 -4.709761 -4.463915 -0.2550 0.2070 -0.4745 0.122
H -0.465537 0.623524 1.153396 -0.0415 -0.1565 -0.5100 0.046
H 1.093265 5.430251 -3.310688 -0.1351 0.0460 0.0157 0.132
H 1.614826 -3.975794 -3.833739 0.3478 0.4606 -0.4859 0.108
H 1.712508 -5.456128 -6.077701 0.3634 -0.5092 -0.1845 0.082
H 2.798090 -2.695314 -2.105025 -0.0428 -0.2170 -0.0346 0.037
H 0.568009 -2.330827 4.279308 -0.0301 -0.0434 0.0921 0.091
H -2.338284 -4.116928 -4.118141 0.3632 0.2166 -0.2093 0.088
H 0.911556 -1.372667 -4.030070 -0.1429 -0.2789 0.1012 0.105
H 4.201839 3.827498 0.055256 0.1310 0.3988 -0.1509 0.108
H 3.787021 0.245136 -4.984673 0.0230 0.1878 0.2798 0.102
```
Forces are in eV/Å.

Output
- Energy relative to the best compared isomer or geometry (same formula, charge and spin): 0.000 eV
- Orbital gap: 9.2 eV
- SMILES: COC[C@H](C)N.COC[C@H](C)N.COC[C@H](C)N.COC[C@H](C)N.COC[C@H](C)N.COC[C@H](C)N.COC[C@H](C)N.COC[C@H](C)N.NC(N)=O.NC(N)=O
- DFT total energy: -2762.427110 Eh